# 1
{"formula": "C4H3N3O2S", "method": "the ωB97M-V functional and the def2-TZVPD basis", "symbols": ["C", "C", "C", "C", "N", "N", "N", "O", "O", "S", "H", "H", "H"], "positions_angstrom": [[-1.6205, -0.2149, -1.0845], [-0.8920, 0.4648, -0.0563], [3.1801, -0.2005, 0.2183], [0.1363, 1.3465, -0.2172], [-2.5735, -0.9119, -0.4276], [-1.4407, 0.1484, 1.1362], [-2.3656, -0.6215, 0.8024], [4.3157, -0.4263, 0.0073], [0.7853, 2.2868, -0.3672], [1.7824, -1.1571, -0.0589], [-1.5691, -0.2820, -2.1844], [2.9729, 0.7946, 0.6603], [-2.7113, -1.2270, 1.5717]], "atomic_forces_ev_per_a": [[-0.8, -0.4, 0.4], [-2.2, -1.0, -0.8], [-1.6, 1.5, 0.7], [3.6, 1.6, -0.1], [0.9, 0.1, -2.4], [2.9, 2.4, -0.2], [-2.3, -3.0, 2.9], [2.7, -1.2, -0.7], [-1.4, -1.9, 0.3], [-1.1, 0.6, -0.3], [0.3, 0.3, 1.0], [-0.5, 0.2, 0.1], [-0.4, 0.7, -1.0]], "orbital_gap_ev": [6.44, 5.95], "homo_energy_ev": [-8.2, -7.9], "lumo_energy_ev": [-1.741, -1.941], "multiplicity": 1, "e_tot_ev": -23592.582}

=====

# 2
{"formula": "C4H3NO", "method": "the ωB97M-V functional and the def2-TZVPD basis", "symbols": ["C", "C", "C", "C", "N", "O", "H", "H", "H"], "positions_angstrom": [[-0.8112, -1.3567, -0.0871], [-0.7438, 0.9209, -0.2615], [-1.9536, -0.6186, 0.0084], [0.0379, -0.2345, -0.1313], [-2.5418, 0.4283, -0.0396], [1.3814, -0.2503, -0.1823], [-0.6429, -2.4088, -0.1027], [-0.7014, 1.8533, 0.2641], [1.7315, 0.6486, -0.1075]], "atomic_forces_ev_per_a": [[0.8, -0.3, 0.3], [-0.9, -0.3, -0.3], [-0.8, 0.7, 0.1], [-0.5, 0.2, -0.4], [1.6, -0.1, -0.1], [-0.1, -0.1, 0.2], [0.0, -0.2, -0.1], [-0.1, 0.2, 0.4], [-0.1, -0.1, -0.1]], "orbital_gap_ev": 8.58, "homo_energy_ev": -8.6, "lumo_energy_ev": 0.024, "multiplicity": 1, "e_tot_ev": -7728.964}

=====

# 3
{"formula": "C4H3NO", "method": "the ωB97M-V functional and the def2-TZVPD basis", "symbols": ["O", "C", "C", "C", "C", "N", "H", "H", "H"], "positions_angstrom": [[-1.3866, 1.1509, -0.5903], [-0.6637, -0.0138, -0.4806], [0.7592, 0.1523, -0.4908], [1.8717, 0.0021, -0.0733], [-0.8723, -0.8558, 0.9077], [-0.6704, -1.5454, 1.8246], [-1.0063, 1.8249, -0.0074], [-0.9923, -0.7188, -1.2399], [2.8787, -0.0205, 0.1881]], "atomic_forces_ev_per_a": [[-0.4, 0.3, 0.2], [-1.1, -1.5, 1.8], [1.0, -0.5, 0.6], [-0.3, 0.6, -0.8], [0.8, 0.0, -0.5], [-0.8, 1.2, -1.4], [-0.1, -0.2, -0.1], [-0.1, 0.2, -0.2], [1.0, -0.1, 0.3]], "orbital_gap_ev": 11.18, "homo_energy_ev": -10.9, "smiles": "C#C[C@H](O)C#N", "lumo_energy_ev": 0.243, "multiplicity": 1, "e_tot_ev": -7730.633}

=====

# 4
{"formula": "C4H3NO", "method": "the ωB97M-V functional and the def2-TZVPD basis", "symbols": ["O", "C", "C", "C", "C", "N", "H", "H", "H"], "positions_angstrom": [[0.5516, -0.5150, -1.5689], [0.6294, -0.1622, -0.2103], [-0.4586, 0.7444, 0.1950], [-1.3818, 1.4579, 0.4885], [0.7242, -1.3266, 0.7324], [0.9070, -2.1601, 1.5139], [-0.3681, -0.4492, -1.8598], [1.5962, 0.3314, -0.0779], [-2.1999, 2.0795, 0.7871]], "atomic_forces_ev_per_a": [[-0.2, -0.2, 0.0], [0.1, 0.1, 0.3], [-0.4, 0.3, 0.2], [0.4, -0.4, -0.1], [0.1, -0.7, 0.5], [-0.3, 0.9, -0.9], [0.1, -0.1, 0.1], [-0.1, 0.2, 0.0], [0.2, -0.1, -0.1]], "orbital_gap_ev": 11.72, "homo_energy_ev": -11.2, "smiles": "C#C[C@H](O)C#N", "lumo_energy_ev": 0.527, "multiplicity": 1, "e_tot_ev": -7731.191}

=====

# 5
{"formula": "C4H3NO", "method": "the ωB97M-V functional and the def2-TZVPD basis", "symbols": ["O", "C", "C", "C", "C", "N", "H", "H", "H"], "positions_angstrom": [[-0.5252, -0.5834, 1.5347], [-0.1453, 0.0958, 0.3974], [-0.4918, -0.4474, -0.8594], [-0.8450, -0.9036, -1.9222], [0.9087, 1.0214, 0.5000], [1.6778, 1.9665, 0.5528], [-1.1819, -0.0443, 1.9975], [1.8351, 0.3803, 0.6766], [-1.1664, -1.3123, -2.8545]], "atomic_forces_ev_per_a": [[-0.1, 0.3, -0.1], [-1.1, -0.5, -0.7], [-0.1, 0.1, 0.2], [0.1, 0.1, 0.2], [1.6, -0.4, 0.3], [-0.6, 1.3, -0.2], [0.1, -0.1, 0.1], [0.0, -0.8, 0.1], [0.1, 0.1, 0.1]], "orbital_gap_ev": [7.61, 8.15], "homo_energy_ev": [-8.5, -8.2], "lumo_energy_ev": [-0.869, -0.101], "multiplicity": 1, "e_tot_ev": -7727.503}

=====

# 6
{"formula": "C4H3NO", "method": "the ωB97M-V functional and the def2-TZVPD basis", "symbols": ["C", "C", "C", "C", "N", "O", "H", "H", "H"], "positions_angstrom": [[1.2543, 0.3650, 0.5569], [0.4089, -0.2550, -0.4015], [-0.7289, 0.4999, -0.4125], [-0.8226, -0.9917, -0.7090], [0.6808, 1.4628, 0.9791], [-0.6049, 1.5193, 0.5267], [2.2571, 0.1304, 0.9205], [-1.2340, -1.2940, -1.7132], [-1.2108, -1.4366, 0.2531]], "atomic_forces_ev_per_a": [[-0.3, 0.1, 0.1], [-0.8, 1.6, -1.1], [2.7, 0.4, 0.2], [-2.1, -0.3, 1.9], [0.7, 0.2, 1.0], [-0.4, -1.4, -1.4], [-0.4, 0.1, -0.3], [0.8, 0.1, 1.3], [-0.1, -0.9, -1.6]], "orbital_gap_ev": 9.87, "homo_energy_ev": -9.6, "smiles": "c1noc2c1C2", "lumo_energy_ev": 0.269, "multiplicity": 1, "e_tot_ev": -7728.074}

=====

The relative energy (zero: lowest compared OMol25 entry of this formula, charge and spin) results, record by record, are as follows: 0.000, 3.780, 2.111, 1.553, 5.241, 4.670 eV.